1.
Entry from the Open Molecules 2025 dataset: a molecular structure, C4H5NO at a distorted geometry (wB97M-V/def2-TZVPD).

HOMO-LUMO gap, eV: 9.511
HOMO, eV: -8.73
Relative energy (zero: lowest compared OMol25 entry of this formula, charge and spin), kcal/mol: 35.1
Energy, eV: -7765.0059

```
11
Properties=species:S:1:pos:R:3:lowdin_charge:R:1
C 1.500 0.766 -0.070 -0.0477
N -1.620 -0.899 -0.171 0.0607
C -1.240 0.469 -0.079 -0.4261
C 0.212 0.045 -0.026 -0.1920
C -0.231 -1.219 0.049 -0.0118
O -1.884 1.464 0.013 0.1379
H -2.386 -1.293 0.359 0.1215
H 0.176 -2.203 0.177 0.1158
H 2.327 0.074 0.073 0.0781
H 1.529 1.530 0.706 0.0816
H 1.617 1.267 -1.031 0.0820
```

2.
Entry from the Open Molecules 2025 dataset: a single CH5N3S molecule at a distorted geometry (wB97M-V/def2-TZVPD).

HOMO-LUMO gap, eV: 9.243
SMILES: CS/N=N/N
HOMO, eV: -8.22
Relative energy (zero: lowest compared OMol25 entry of this formula, charge and spin), kcal/mol: 52.2
Energy, eV: -16421.0584

```
10
Properties=species:S:1:pos:R:3:lowdin_charge:R:1
C -0.454 -0.837 1.986 -0.3931
N 0.175 -0.055 -1.671 -0.1970
N 0.140 -0.059 -0.412 -0.4217
N 0.304 1.159 -2.230 -0.0319
S -0.143 -1.519 0.317 0.7899
H -0.226 -1.671 2.559 -0.0182
H -1.421 -0.353 1.956 0.0211
H 0.264 0.017 2.263 0.0663
H 0.362 2.061 -1.759 0.0814
H 0.999 1.257 -3.010 0.1031
```

3.
Entry from the Open Molecules 2025 dataset: a molecular structure, C18H25INO6S2Sc at a distorted geometry (wB97M-V/def2-TZVPD).

HOMO-LUMO gap, eV: 7.784
Charge: +2
HOMO, eV: -13.26
Relative energy (zero: lowest compared OMol25 entry of this formula, charge and spin), kcal/mol: 11.1
Energy, eV: -83308.7027

```
54
Properties=species:S:1:pos:R:3:lowdin_charge:R:1
Sc -0.741 0.482 -0.311 1.0075
C -2.273 2.650 1.262 -0.0961
C -3.366 2.212 0.329 -0.1089
O -2.953 0.940 -0.213 -0.2271
C -3.633 0.560 -1.432 -0.1373
C -2.884 1.135 -2.626 -0.1064
O -1.476 1.117 -2.315 -0.2530
C -0.658 1.925 -3.181 -0.1107
C 0.751 1.820 -2.657 -0.1058
O 0.758 1.997 -1.228 -0.2018
C 0.776 3.343 -0.711 -0.0908
C -0.589 3.690 -0.184 -0.1122
O -1.008 2.540 0.570 -0.2118
H -2.205 1.990 2.121 0.1478
H -2.432 3.667 1.607 0.1527
H -3.508 2.922 -0.487 0.1418
H -4.305 2.089 0.862 0.1559
H -4.658 0.918 -1.416 0.1521
H -3.650 -0.520 -1.451 0.0798
H -3.171 2.163 -2.839 0.1402
H -3.072 0.528 -3.508 0.1528
H -1.030 2.948 -3.151 0.1391
H -0.715 1.560 -4.205 0.1557
H 1.398 2.547 -3.143 0.1521
H 1.150 0.824 -2.826 0.1463
H 1.098 4.042 -1.477 0.1511
H 1.497 3.348 0.099 0.1510
H -1.304 3.890 -0.984 0.1355
H -0.537 4.557 0.472 0.1545
S -1.498 -1.919 -1.162 0.7294
C -0.520 -3.111 -0.430 -1.0304
N 0.165 -3.988 -1.115 -0.0178
C 0.949 -5.002 -0.393 -0.1493
C 0.715 -4.770 1.114 -0.3405
S -0.393 -3.329 1.266 1.0515
H 0.141 -3.960 -2.125 0.1587
H 1.997 -4.891 -0.650 0.1272
H 0.629 -5.993 -0.698 0.1303
H 1.637 -4.550 1.641 0.0807
H 0.229 -5.615 1.589 0.0857
I 5.767 -2.024 4.730 0.9801
C 4.171 -1.523 3.511 -0.7277
C 2.993 -1.052 4.082 -0.1192
C 1.931 -0.706 3.264 0.0078
C 2.053 -0.834 1.883 -0.1690
C 3.234 -1.310 1.315 0.0008
C 4.295 -1.659 2.129 -0.1260
C 0.951 -0.440 1.026 -0.5372
O 1.024 -0.470 -0.255 -0.0856
O -0.177 -0.011 1.515 -0.0703
H 2.908 -0.955 5.157 0.1056
H 1.005 -0.341 3.692 0.1308
H 3.313 -1.401 0.239 0.1275
H 5.218 -2.025 1.700 0.1031
```